No. 1
This record from OMol25 describes an isolated ion of composition C6H16N and charge +1. The level of theory is ωB97M-V/def2-TZVPD.

Geometry (Å):
C 2.22896 -1.43801 0.25529
C 1.18002 -0.37607 0.46115
C 0.02100 -0.24660 -0.53972
C -0.70905 -1.56596 -0.76135
C -0.94102 0.85044 -0.28116
C -0.32343 2.22290 -0.36046
N -1.63886 0.78836 1.07092
H 1.86002 -2.47307 0.21854
H 2.73090 -1.20384 -0.72024
H 3.05905 -1.38667 0.97201
H 1.63500 0.62934 0.43665
H 0.77478 -0.63308 1.44762
H 0.33631 -0.11101 -1.52815
H -1.38264 -1.45708 -1.61474
H -0.04838 -2.40243 -0.99034
H -1.14712 -1.90197 0.16702
H -1.86196 0.74516 -0.89674
H -1.06819 3.04016 -0.56374
H 0.33656 2.33517 0.51351
H 0.28767 2.29163 -1.43669
H -0.95104 0.96063 1.82759
H -2.34345 1.53000 1.01642
H -2.03513 -0.19799 1.30661

Computed properties:
2S+1: 1
net charge: +1
electronic energy: -7964.46782 eV
relative energy (zero: lowest compared OMol25 entry of this formula, charge and spin): 93.0 kJ/mol

Mulliken atomic charge list, values in e, 2 entries: atom 1 (C): -1.456, atom 2 (C): -0.354



No. 2
This record from OMol25 describes C50H124MnO26 as an isolated structure. The level of theory is ωB97M-V/def2-TZVPD.

Geometry (Å):
Mn 12.17843 10.07792 20.57697
O 11.74873 10.57986 22.57675
C 10.62620 9.77769 22.83852
C 9.68098 9.18924 21.70420
O 10.31430 9.05318 20.40068
H 10.03012 10.24437 23.62274
H 10.95399 8.88202 23.36617
H 8.83960 9.86943 21.57181
H 9.26873 8.25061 22.07450
C 10.03333 6.56584 15.35878
O 9.13308 5.44647 15.21737
C 7.79950 5.68980 15.59418
C 6.96453 6.39276 14.42656
O 7.00695 5.67381 13.17102
C 6.44634 4.37349 13.15600
H 9.55492 7.53882 15.47079
H 10.69590 6.62863 14.49556
H 10.74160 6.45364 16.17968
H 7.81700 6.22651 16.54272
H 7.30583 4.74904 15.83780
H 7.25633 7.41796 14.19867
H 5.90586 6.41502 14.68507
H 6.79195 3.71260 13.95090
H 6.49139 3.75888 12.25692
H 5.35759 4.40594 13.11509
C 12.86655 7.00873 21.04478
O 13.40936 8.32629 20.80264
C 14.50503 8.53541 21.71891
C 15.20165 9.84871 21.30485
O 14.26936 10.99405 21.12388
C 14.96151 12.24938 21.06635
H 13.60494 6.20949 20.98084
H 12.08133 6.76335 20.32972
H 12.43794 6.98587 22.04671
H 15.19957 7.69602 21.75271
H 14.08702 8.60507 22.72316
H 15.85252 9.64293 20.45507
H 15.91694 10.14504 22.07209
H 15.21284 12.55069 22.08329
H 14.34836 13.04925 20.65120
H 15.88819 12.14529 20.50196
C 4.99226 14.84297 21.55245
O 6.00046 14.18016 20.91202
C 7.19330 13.97261 21.77877
C 7.22072 12.74919 22.74508
O 6.22855 12.68305 23.81224
C 6.28058 13.74927 24.70883
H 4.64290 14.24362 22.39319
H 4.09389 15.04245 20.96828
H 5.37098 15.74236 22.03799
H 7.50646 14.90548 22.24757
H 8.00673 13.78055 21.07910
H 8.18996 12.64502 23.23277
H 7.21216 11.79080 22.22594
H 7.24833 13.73737 25.21025
H 5.57401 13.59304 25.52398
H 6.05110 14.68649 24.20183
C 7.14863 3.40757 23.33499
O 7.40375 4.19299 22.13562
C 6.99482 5.53355 22.22978
C 7.16519 6.29141 20.90157
O 6.20644 5.93528 19.88318
C 6.71809 4.84714 19.03915
H 7.40241 2.36992 23.11825
H 6.06835 3.33233 23.45919
H 7.83252 3.70780 24.12889
H 7.63141 5.99918 22.98213
H 5.96333 5.59787 22.57620
H 8.17418 6.15740 20.51161
H 7.05951 7.37501 20.95378
H 7.42745 5.24192 18.31177
H 5.87159 4.42934 18.49418
H 7.02215 3.96666 19.60518
C 13.09417 5.46325 26.86056
O 13.54730 6.81112 26.66350
C 12.56172 7.74594 26.28820
C 13.05139 9.12479 25.73318
O 14.22015 9.48158 26.57017
C 14.57382 10.87904 26.29371
H 12.24841 5.38340 27.54352
H 13.88044 4.81576 27.24867
H 12.85837 4.96493 25.92025
H 11.99262 7.92549 27.20033
H 11.87768 7.29302 25.57052
H 12.30051 9.90842 25.83421
H 13.40466 9.09390 24.70248
H 13.72849 11.49617 26.59814
H 14.82140 10.94454 25.23423
H 15.43549 11.17917 26.88999
C 10.60391 12.60691 19.68285
O 11.64946 11.74962 19.39509
C 12.06024 11.81530 18.01744
C 13.27155 10.92398 18.01754
O 12.94855 9.63820 18.52665
C 12.47363 8.64661 17.56237
H 9.83730 12.44644 18.92480
H 10.84418 13.66701 19.60191
H 10.16995 12.36156 20.65217
H 12.34760 12.82474 17.72325
H 11.22342 11.49473 17.39690
H 14.11186 11.37118 18.54858
H 13.71730 10.83394 17.02693
H 12.03354 7.79474 18.08077
H 13.25841 8.27234 16.90500
H 11.61713 9.07504 17.04185
C 11.72439 1.58531 26.09064
O 11.25703 2.95835 26.34485
C 9.81766 2.95282 26.46994
C 9.36513 4.36304 26.73649
O 9.62233 5.08182 25.61018
C 8.95543 6.37625 25.65967
H 11.47814 0.93306 26.92851
H 12.80506 1.71779 26.03882
H 11.30695 1.28726 25.12885
H 9.48221 2.39162 27.34208
H 9.28112 2.53103 25.62005
H 9.69882 4.79481 27.68006
H 8.30008 4.19885 26.90024
H 9.09518 6.92795 26.58930
H 7.90283 6.09833 25.60592
H 9.25962 7.04928 24.85805
C 10.05839 15.21968 24.31016
O 10.87791 15.33666 23.15178
C 11.61008 14.12436 22.92286
C 12.81500 13.88961 23.87408
O 13.91411 14.79715 23.70656
C 14.84803 14.85285 24.74290
H 10.56196 15.14695 25.27412
H 9.35386 14.38817 24.29228
H 9.43162 16.10307 24.43215
H 11.87040 14.21278 21.86809
H 10.90542 13.30139 22.80325
H 13.09740 12.83864 23.81238
H 12.45375 13.92454 24.90190
H 14.45208 15.39276 25.60303
H 15.84464 15.28012 24.63196
H 15.12215 13.85186 25.07603
C 2.54479 7.15753 23.07517
O 3.42854 8.20086 23.49959
C 4.36547 8.59671 22.48772
C 5.39785 9.48640 23.17822
O 6.24624 8.73798 23.99028
C 7.01194 9.41035 24.96970
H 3.15411 6.25757 22.99212
H 2.07155 7.34782 22.11188
H 1.78575 6.98687 23.83861
H 3.93264 9.17252 21.66968
H 4.88690 7.77252 22.00099
H 4.92851 10.28758 23.74914
H 6.03612 9.95907 22.43170
H 7.56119 10.25866 24.56128
H 7.72901 8.75693 25.46663
H 6.23068 9.85355 25.58721
C 5.24310 11.83581 19.00183
O 5.26496 10.69595 18.14873
C 5.15685 9.47281 18.91118
C 5.46788 8.37274 17.89907
O 6.70457 8.40499 17.21958
C 7.89298 8.66874 17.96657
H 4.30159 11.82227 19.55089
H 5.28286 12.79955 18.49417
H 6.06143 11.93231 19.71537
H 4.18586 9.40449 19.40168
H 5.86053 9.54356 19.74060
H 4.58833 8.32792 17.25682
H 5.43984 7.37173 18.32953
H 7.96695 7.81516 18.64038
H 7.83595 9.58723 18.55073
H 8.67084 8.69423 17.20342
C 6.96014 11.53919 28.14801
O 7.30012 12.84389 27.62704
C 8.34411 13.48065 28.37055
C 9.78916 12.96448 28.15356
O 10.23533 12.97495 26.82444
C 9.83881 12.03325 25.84740
H 7.56833 10.73082 27.74211
H 5.94333 11.35392 27.80183
H 6.97535 11.37690 29.22576
H 8.13974 13.43490 29.44024
H 8.35106 14.55010 28.16002
H 9.80554 11.96479 28.58767
H 10.44587 13.59877 28.74897
H 10.05638 11.04334 26.24845
H 10.45339 12.19946 24.96266
H 8.80047 12.17647 25.54834
C 10.63553 4.63458 19.20607
O 11.94380 4.08302 19.33006
C 12.48682 3.73148 18.11081
C 13.94687 3.22610 18.35151
O 14.83369 3.93260 19.24185
C 15.33433 5.26656 18.73774
H 9.90710 3.88164 18.90513
H 10.55509 5.41857 18.45308
H 10.29563 4.99791 20.17590
H 12.39631 4.58525 17.43927
H 11.87955 2.92488 17.70005
H 14.48144 3.17031 17.40324
H 13.89250 2.20276 18.72292
H 14.50442 5.95226 18.56692
H 15.91832 5.02612 17.84934
H 15.94166 5.65551 19.55503

Computed properties:
2S+1: 6
electronic energy: -138397.25188 eV
⟨S²⟩: 8.753

Mulliken atomic charge list, values in e, 2 entries: atom 1 (Mn): 1.850, atom 2 (O): -0.314



No. 3
This record from OMol25 describes an isolated ion of composition C3H3N2 and charge +1. The level of theory is ωB97M-V/def2-TZVPD.

Geometry (Å):
N 0.07016 2.06628 -0.38102
C -0.52264 1.21350 0.13271
C -0.58598 0.08660 0.73304
C 0.29745 -0.86855 0.42780
N -0.84781 -1.41814 0.78198
H 0.06838 3.00193 -0.74882
H 1.29559 -1.05306 0.20023
H -1.39738 -1.99940 0.11678

Computed properties:
2S+1: 1
net charge: +1
electronic energy: -6126.37708 eV
relative energy (zero: lowest compared OMol25 entry of this formula, charge and spin): 308.9 kJ/mol

Mulliken atomic charge list, values in e, 2 entries: atom 1 (N): -0.106, atom 2 (C): 0.386